1.
This record from the OMol25 dataset describes the molecule C13H14N4O3S in a non-equilibrium geometry. The level of theory is the ωB97M-V functional and the def2-TZVPD basis.

```
35
Properties=species:S:1:pos:R:3
O 2.5309 1.1633 -1.8073
O 1.9984 2.6214 1.7726
O 1.9045 0.3928 2.8331
N -1.3566 1.0252 2.0137
C 1.7870 1.2305 -0.8445
C -0.2407 1.1653 1.2908
C -1.9254 1.5100 -0.1600
C -0.5638 1.3816 -0.0995
C -0.6696 -3.2980 -0.5918
C 0.1991 -2.9416 -1.6022
C -0.3902 -2.8904 0.7194
C 1.3078 -2.1293 -1.2969
C 0.7139 -2.0993 1.0233
C 1.5934 -1.6848 0.0117
N -2.3966 1.2274 1.1465
N 0.4320 1.5823 -1.0326
N 2.2978 0.6063 0.2691
C -3.7801 1.1449 1.5964
C 0.0883 2.3658 -2.2375
C 2.7908 -0.7635 0.2395
S 1.5631 1.2169 1.6740
H -2.5337 1.7126 -1.0435
H -1.5926 -3.8435 -0.7536
H 0.0403 -3.2365 -2.6445
H -1.1348 -3.0934 1.4860
H 1.9667 -1.8035 -2.0899
H 0.8802 -1.7380 2.0148
H -4.2158 0.2219 1.3329
H -3.8279 1.2246 2.6987
H -4.3255 1.9570 1.1455
H -0.6969 3.0866 -1.9911
H 0.9600 2.9159 -2.5860
H -0.2368 1.6988 -3.0143
H 3.5106 -0.8944 -0.6311
H 3.3222 -1.0352 1.1588
```

The HOMO-LUMO gap is 9.3 eV. Its max |F| is 4.16 eV/A. As for the lowest unoccupied orbital energy: 0.0171 hartree. As for the SMILES: CN1C(=O)N(Cc2ccccc2)S(=O)(=O)c2nn(C)cc21. The HOMO energy is -8.9 eV.


2.
This record from the OMol25 dataset describes a cluster of 4 separate species, C41H64F18IN6O7S2 in total in a non-equilibrium geometry. The level of theory is the ωB97M-V functional and the def2-TZVPD basis.

```
139
Properties=species:S:1:pos:R:3
C 3.7946 2.8481 -1.4212
O 2.6687 3.5407 -2.0425
C 2.1718 2.7576 -3.1797
C 1.5472 1.3617 -2.7029
C 0.7401 1.0131 -1.3988
C 0.3899 2.1810 -0.3183
C -0.6936 3.1224 -1.0400
C -0.8421 4.5909 -0.4427
F 0.4343 4.9665 0.1416
F -0.9970 5.5082 -1.5524
C -1.9230 4.7955 0.7154
F -1.9952 6.2234 0.9353
F -1.5084 4.2580 1.9913
C -3.3942 4.1629 0.3858
F -3.2668 2.7802 0.7875
F -3.5499 4.3142 -1.0300
C -4.5684 4.9522 1.1315
F -4.2291 5.3643 2.4686
F -4.7898 6.1532 0.3674
S -6.2208 4.0877 1.2608
F -6.6509 5.1662 2.5049
F -6.9056 5.2279 0.1978
F -5.9743 3.1152 -0.0670
F -5.6782 2.9553 2.3582
F -7.7447 3.4118 1.4055
N 0.4034 -0.4097 -1.3756
C -0.3422 -1.0695 -0.2630
C 0.2386 -2.5067 0.1817
C 0.4192 -2.6895 1.7765
I 0.0975 -4.8394 2.1947
C 0.9411 -0.9158 -2.6111
N 0.7681 -2.3615 -2.9155
C -0.5121 -2.5905 -3.1677
S -2.1661 -2.4947 -3.3615
N 1.6122 0.0937 -3.4325
C 2.1839 -0.2839 -4.7469
F 2.7551 0.7923 -5.4817
F 3.2036 -1.2943 -4.6341
C 0.9398 -0.8222 -5.6438
C -0.1737 0.2614 -5.9403
C -1.4536 -0.1498 -6.7606
C -1.5707 -1.6166 -7.2665
C -0.4491 -2.6716 -6.9661
C -0.5656 -4.1965 -7.4398
F 0.6967 -4.8465 -7.4376
F -1.2394 -4.2805 -8.6858
F -1.3934 -4.8784 -6.4735
C 0.8318 -2.2942 -6.1557
H 4.2840 3.5540 -0.6443
H 4.6291 2.5744 -2.1637
H 3.4771 1.9125 -0.8303
H 1.3168 3.4018 -3.6236
H 3.0653 2.6603 -3.8943
H 1.3899 2.6780 -0.0838
H 0.0242 1.7002 0.6635
H -0.3272 3.2513 -2.1334
H -1.6661 2.5199 -1.1223
H -1.4273 -1.2156 -0.6091
H -0.3514 -0.3998 0.6681
H -0.5318 -3.2929 -0.1596
H 1.2224 -2.7786 -0.3433
H -0.3123 -2.0416 2.3709
H 1.5265 -2.4676 2.0130
H -0.0866 1.3436 -5.5527
H -2.2668 0.6215 -6.9605
H -2.5324 -1.8861 -7.8413
H 1.6731 -3.0141 -5.8777
C -6.6007 10.1775 7.7474
O -7.0847 9.1325 6.9173
C -7.5147 9.5914 5.6330
C -6.5807 9.0713 4.5406
N -5.2726 9.7231 4.6067
C -4.2625 9.1015 3.7497
C -3.8442 7.6610 4.0850
O -3.1459 7.5359 5.3201
C -3.9814 7.3892 6.4590
H -6.4315 9.7651 8.7453
H -5.6522 10.5674 7.3728
H -7.3335 10.9867 7.8286
H -7.6118 10.6811 5.5951
H -8.5117 9.1680 5.4695
H -7.0309 9.2676 3.5606
H -6.4909 7.9865 4.6665
H -4.9389 9.6937 5.5654
H -3.3699 9.7328 3.8100
H -4.6051 9.1430 2.7093
H -3.1348 7.3445 3.3131
H -4.6784 6.9544 4.0318
H -4.9147 6.8681 6.2296
H -4.1890 8.3657 6.9014
H -3.4367 6.8061 7.2051
C 1.4811 -6.4827 5.1986
O 0.1795 -6.3516 5.7480
C -0.6930 -7.4247 5.3828
C -1.0297 -8.2790 6.6046
N 0.1314 -9.0498 7.0484
C -0.0544 -9.6978 8.3482
C -0.2333 -8.7849 9.5718
O 0.9283 -8.0298 9.9024
C 1.0529 -6.8009 9.2034
H 2.0303 -5.5606 5.4059
H 2.0187 -7.3127 5.6611
H 1.4373 -6.6213 4.1134
H -0.2832 -8.0309 4.5679
H -1.6163 -6.9630 5.0153
H -1.8419 -8.9685 6.3471
H -1.3862 -7.6076 7.3936
H 0.9324 -8.4291 7.1136
H 0.8324 -10.3169 8.5182
H -0.9069 -10.3835 8.2843
H -0.4163 -9.4351 10.4338
H -1.1137 -8.1380 9.4935
H 0.0838 -6.3560 8.9620
H 1.6440 -6.9426 8.2959
H 1.6019 -6.1038 9.8406
C 9.0401 -5.1068 -8.6033
O 8.3938 -5.2450 -7.3466
C 8.8004 -4.2572 -6.3964
C 7.6454 -3.3037 -6.0911
N 7.3564 -2.4378 -7.2343
C 6.1154 -1.6756 -7.0954
C 4.8014 -2.4717 -7.0436
O 4.4798 -3.1335 -8.2625
C 5.0668 -4.4189 -8.4105
H 8.7822 -5.9763 -9.2130
H 8.6971 -4.2101 -9.1234
H 10.1281 -5.0792 -8.4851
H 9.6951 -3.7159 -6.7206
H 9.0588 -4.7965 -5.4787
H 7.9118 -2.6826 -5.2280
H 6.7737 -3.9107 -5.8219
H 7.2870 -3.0099 -8.0706
H 6.0651 -1.0008 -7.9563
H 6.1861 -1.0411 -6.2042
H 3.9945 -1.7497 -6.8800
H 4.7584 -3.1649 -6.1961
H 5.1994 -4.9316 -7.4541
H 6.0209 -4.3384 -8.9352
H 4.4049 -5.0228 -9.0353
```

The HOMO-LUMO gap is 5.1 eV. Its max |F| is 6.01 eV/A. As for the net charge: +1. As for the lowest unoccupied orbital energy: -0.1716 hartree. The HOMO energy is -9.8 eV.